64
Properties=species:S:1:pos:R:3 method="wB97M-V/def2-TZVPD" total_energy_ev=-39144.74727 e_above_lowest_ev=0.457 charge=+1 homo_lumo_gap_ev=5.7876 lumo_ha=-0.213 homo_energy_ev=-11.60 mol_weight_g_mol=399.646
C 2.118 -2.900 1.314
C -1.105 -1.380 -1.024
H 2.076 1.302 -1.692
H 2.469 -4.119 -0.457
H 2.514 -1.752 -0.464
C -2.085 1.234 1.818
H -0.577 2.381 0.815
H 1.665 -0.307 2.890
H -3.002 2.874 -2.214
C -3.071 1.091 -3.434
C -1.503 -2.169 -2.221
C 2.601 0.037 2.444
H 0.253 -6.031 2.714
H -4.602 2.088 -0.461
H -1.034 -3.159 -2.168
H -1.161 -1.690 -3.157
C -0.060 -1.701 -0.197
C 1.054 -4.070 3.165
H -2.142 1.306 -3.977
H -3.504 3.304 0.781
F 5.256 2.432 3.111
C 4.918 1.042 1.214
Si -1.684 1.302 -0.992
H 0.963 3.063 -3.055
H 1.140 0.150 -0.742
C -1.646 2.155 0.677
C 4.493 1.497 2.460
C 4.180 0.040 0.600
C 3.039 -0.542 1.227
H 0.051 3.707 -1.677
C -0.066 1.540 -1.926
H -0.798 3.202 -3.155
H 1.265 1.828 -0.201
H 4.493 -0.352 -0.371
H -1.972 1.761 2.777
H 1.241 -6.096 0.417
H -2.255 4.068 -0.229
C -3.137 1.788 -2.074
C -4.479 1.527 -1.393
H -5.292 1.834 -2.065
H -0.118 0.829 -2.768
C 0.032 2.960 -2.482
H 0.680 -4.064 4.191
H 5.816 1.450 0.752
C 1.165 1.189 -1.088
O -1.948 -0.358 -0.706
C -2.425 3.471 0.676
H 2.026 -2.159 3.369
H 3.025 1.435 4.042
C 1.773 -2.972 2.692
C 0.824 -5.179 2.341
H -3.902 1.439 -4.062
H -2.102 4.084 1.530
H -4.617 0.458 -1.177
H -0.025 -1.275 0.811
H -3.171 0.001 -3.331
H -3.139 0.941 1.720
H -2.599 -2.290 -2.276
C 2.041 -4.108 0.550
C 2.367 -1.675 0.617
H -1.472 0.326 1.870
C 3.334 1.035 3.079
C 1.360 -5.209 1.043
H 0.461 -2.614 -0.469

***

34
Properties=species:S:1:pos:R:3 method="wB97M-V/def2-TZVPD" total_energy_ev=-48333.78605 homo_lumo_gap_ev=8.4187 smiles="[H]/N=C(/C)CP(C[C@@H](C)Cl)N=C=S.CC(C)=O" lumo_ha=-0.015 homo_energy_ev=-8.83 mol_weight_g_mol=280.761
H -4.149 0.328 -0.811
C 0.502 -0.848 -0.652
H 1.184 0.147 -2.478
H -0.470 -2.375 0.767
H -3.724 -1.952 0.278
C 0.508 -0.752 -2.232
H -2.850 1.414 -2.353
C 2.751 1.758 1.637
C -2.173 0.713 -1.741
N 0.577 0.274 0.043
H 1.603 2.549 4.118
H -1.450 1.431 -1.214
H 0.631 1.072 -0.624
H -2.130 -2.158 -0.662
N -2.071 -1.712 -3.575
H -3.714 -1.975 -1.536
H 3.456 1.122 1.098
H 3.091 3.274 4.758
C -3.113 -1.603 -0.628
C -1.465 -2.775 -3.261
S -0.834 -4.146 -2.549
C -3.067 -0.038 -0.699
O 4.468 1.802 3.279
H 2.542 2.642 1.030
H 1.834 1.193 1.810
H 2.312 3.998 3.337
P -1.169 -0.234 -3.042
C 2.531 3.057 3.846
Cl -2.595 0.559 1.010
H 1.299 -2.058 1.044
H 0.824 -3.069 -0.400
H 0.995 -1.626 -2.772
C 3.357 2.170 2.952
C 0.507 -2.178 0.221

***

28
Properties=species:S:1:pos:R:3 method="wB97M-V/def2-TZVPD" total_energy_ev=-27470.29264 e_above_lowest_ev=1.254 homo_lumo_gap_ev=8.5395 smiles="CCC1(CC)C(=O)NC(=O)N(C)C1=S" lumo_ha=-0.008 homo_energy_ev=-8.76 mol_weight_g_mol=214.290
N -2.269 -0.156 -0.506
H -2.971 -1.687 -1.736
H 2.464 1.405 -1.065
H 0.823 -1.018 -1.929
H -4.193 -0.439 -1.163
C -2.419 1.191 -0.795
S -1.004 -2.312 0.140
C -1.052 -0.719 -0.157
C 0.245 0.136 -0.094
H 2.213 -0.251 0.489
H 1.123 -1.515 0.949
C 0.802 0.024 -1.540
H 1.043 1.124 2.498
C -3.341 -1.085 -0.862
O 0.671 2.427 0.446
C 2.208 0.622 -1.766
H -1.468 3.060 -0.548
H 3.089 -0.014 -1.612
H 2.151 0.904 -2.844
H 0.113 0.433 -2.225
H -3.569 -1.568 0.073
H -0.206 -0.361 2.709
H 1.513 -0.408 3.199
N -1.314 2.029 -0.443
C 1.213 -0.318 0.906
O -3.405 1.611 -1.421
C -0.125 1.583 0.104
C 0.837 -0.015 2.434

***

12
Properties=species:S:1:pos:R:3 method="wB97M-V/def2-TZVPD" total_energy_ev=-8334.29182 e_above_lowest_ev=6.169 homo_lumo_gap_ev=9.0215 lumo_ha=-0.029 homo_energy_ev=-9.81 mol_weight_g_mol=86.090
H -2.435 0.738 0.787
H 0.805 1.061 -1.145
C -1.901 0.242 -0.022
O 2.218 -0.387 1.308
O -1.987 -1.177 -0.032
C 1.290 0.109 -0.912
H -1.975 0.715 -1.001
C -0.752 -0.601 0.297
C 2.123 0.116 0.210
H 2.965 0.721 -0.289
H -0.373 -0.741 1.306
H 0.023 -0.795 -0.507

***

18
Properties=species:S:1:pos:R:3 method="wB97M-V/def2-TZVPD" total_energy_ev=-16470.96375 e_above_lowest_ev=8.101 homo_lumo_gap_ev="6.3767 / 6.3784" lumo_ha="-0.085 / -0.085" homo_energy_ev="-8.70 / -8.70" mol_weight_g_mol=166.136
C 0.178 0.255 -1.256
H 2.285 -1.615 0.631
H 0.016 0.108 -2.282
O -2.482 0.708 -2.036
N 2.348 -0.589 -1.619
H -2.282 0.703 1.718
C -2.378 0.587 -0.858
O -1.311 0.901 1.998
H 1.799 0.759 0.019
O -3.100 0.338 0.083
H 0.330 1.463 1.349
C 1.383 -1.350 1.103
C 1.567 0.065 -0.888
C -0.417 0.699 1.013
N 2.840 -1.284 -2.379
C 0.271 -0.923 1.494
C -0.784 0.565 -0.396
H -0.263 -1.390 2.307

***

15
Properties=species:S:1:pos:R:3 method="wB97M-V/def2-TZVPD" total_energy_ev=-7725.49074 e_above_lowest_ev=2.083 homo_lumo_gap_ev=10.5312 smiles="[H]/N=C/N.C=NC" lumo_ha=0.027 homo_energy_ev=-9.80 mol_weight_g_mol=87.126
H 1.545 0.670 1.034
H -4.113 -1.410 -1.267
N -2.645 -0.208 1.259
H 2.746 1.313 -1.542
C 1.899 -0.039 0.293
H 1.760 -1.044 0.690
H 1.441 0.100 -0.688
N 3.318 0.369 0.142
H -2.933 0.352 -0.766
H -1.674 0.092 1.295
H 4.496 1.685 -0.943
N -3.602 -1.530 -0.392
C -3.187 -0.383 0.003
C 3.550 1.170 -0.798
H -2.598 -1.136 1.680